Record 1
Entry from the Open Molecules 2025 dataset: a molecular structure, C25H26AuN10PS (ωB97M-V/def2-TZVPD).

## Properties
Kohn-Sham gap (alpha / beta), hartree: 0.197 / 0.197
E_LUMO (alpha / beta), Ha: -0.2857 / -0.2857
ΔE to the lowest compared entry with this formula, charge and spin, kcal/mol: 5.3
Charge: +2
Highest occupied orbital energy (alpha / beta), eV: -13.14 / -13.14
Molar mass, g/mol: 726.56
Strongest force on any atom, eV/A: 0.3

Geometry as XYZ:
```
64
Properties=species:S:1:pos:R:3:nbo_charge:R:1
Au -1.51 0.98 -1.38 0.663
C -3.25 -4.28 -1.24 -0.407
N -3.17 -2.86 -1.57 -0.298
C -4.08 -2.19 -2.34 -0.044
C -3.66 -0.90 -2.40 -0.058
N -2.50 -0.78 -1.68 -0.552
C -2.22 -1.98 -1.17 0.085
P -0.81 -2.55 -0.15 0.817
C -0.77 -1.35 1.21 0.025
N -0.91 -0.03 1.20 -0.520
C -0.98 0.36 2.50 -0.096
C -0.85 -0.74 3.32 -0.055
N -0.72 -1.81 2.50 -0.316
C -0.62 -3.19 2.97 -0.412
C 0.57 -2.10 -1.30 -0.049
N 0.82 -0.81 -1.83 -0.447
C 1.26 -1.04 -3.15 -0.134
C 1.23 -2.35 -3.42 0.037
N 0.76 -3.04 -2.32 -0.414
C 1.05 -4.44 -2.04 -0.407
H -4.16 -4.68 -1.68 0.241
H -2.39 -4.81 -1.65 0.223
H -3.29 -4.42 -0.16 0.229
H -4.94 -2.67 -2.77 0.250
H -4.11 -0.06 -2.91 0.241
H -1.11 1.39 2.79 0.226
H -0.86 -0.83 4.39 0.244
H -0.08 -3.19 3.92 0.234
H -1.61 -3.62 3.12 0.227
H -0.07 -3.79 2.25 0.229
H 1.55 -0.22 -3.78 0.242
H 1.50 -2.88 -4.32 0.246
H 1.40 -4.91 -2.95 0.237
H 1.85 -4.50 -1.29 0.219
H 0.17 -4.96 -1.68 0.212
S 2.13 -1.39 -0.52 0.016
C 0.88 2.17 0.43 0.611
N 1.63 1.73 1.22 -0.054
N 2.10 0.75 1.90 -0.337
C 3.13 0.94 2.86 0.181
C 3.52 2.21 3.26 -0.262
C 4.52 2.33 4.21 -0.168
C 5.12 1.20 4.75 -0.184
C 4.72 -0.06 4.34 -0.174
C 3.72 -0.20 3.39 -0.254
N 0.27 3.03 -0.29 -0.192
N -0.67 2.85 -1.11 -0.171
C -1.13 4.01 -1.75 0.126
C -0.60 5.28 -1.47 -0.197
C -1.10 6.37 -2.12 -0.183
C -2.13 6.22 -3.06 -0.108
C -2.65 4.97 -3.34 -0.208
C -2.16 3.86 -2.69 -0.169
H 1.88 -0.17 1.51 0.441
H 3.05 3.09 2.84 0.225
H 4.83 3.31 4.53 0.238
H 5.90 1.30 5.49 0.240
H 5.18 -0.95 4.75 0.237
H 3.40 -1.18 3.05 0.220
H 0.20 5.39 -0.74 0.241
H -0.70 7.36 -1.91 0.245
H -2.52 7.09 -3.57 0.244
H -3.45 4.86 -4.07 0.245
H -2.55 2.87 -2.89 0.231
```

***

Record 2
Entry from the Open Molecules 2025 dataset: a molecular structure, C25H26Cl3N5RuS2 (ωB97M-V/def2-TZVPD).

## Properties
Spin multiplicity: 6
Kohn-Sham gap (alpha / beta), hartree: 0.269 / 0.258
⟨S²⟩: 8.77
E_LUMO (alpha / beta), Ha: -0.0740 / -0.1337
ΔE to the lowest compared entry with this formula, charge and spin, kcal/mol: 0.0
Charge: +1
Highest occupied orbital energy (alpha / beta), eV: -9.34 / -10.67
Molar mass, g/mol: 668.08
Strongest force on any atom, eV/A: 0.2

Geometry as XYZ:
```
62
Properties=species:S:1:pos:R:3:mulliken_spin:R:1
Ru 0.01 -0.02 -0.26 3.555
C -1.24 0.18 2.86 0.002
C -2.42 0.90 2.20 0.009
C -2.00 2.12 1.42 0.032
C -2.63 3.34 1.63 0.007
C -2.19 4.46 0.95 0.002
C -1.12 4.34 0.08 -0.018
C -0.55 3.09 -0.08 0.000
N -0.99 2.00 0.56 0.046
N -0.60 -0.85 2.02 0.012
C -1.47 -2.02 1.84 0.000
C -2.37 -1.98 0.63 0.026
C -3.52 -2.76 0.61 0.004
C -4.29 -2.79 -0.54 0.006
C -3.90 -2.03 -1.63 -0.002
C -2.76 -1.26 -1.52 0.023
N -2.01 -1.23 -0.41 0.018
C 0.68 -1.25 2.62 0.059
C 1.46 -2.16 1.72 -0.015
C 2.32 -3.12 2.24 0.000
C 3.05 -3.91 1.37 -0.003
C 2.89 -3.73 0.00 0.012
C 2.01 -2.76 -0.43 -0.008
N 1.31 -1.98 0.40 0.052
H -1.58 -0.29 3.80 0.003
H -0.47 0.91 3.12 -0.002
H -3.11 1.22 2.99 -0.001
H -2.98 0.22 1.56 -0.005
H -3.45 3.40 2.33 0.001
H -2.67 5.42 1.10 0.000
H -0.72 5.19 -0.46 0.000
H 0.30 2.94 -0.73 0.009
H -2.07 -2.19 2.74 -0.001
H -0.83 -2.90 1.71 -0.001
H -3.79 -3.34 1.48 0.000
H -5.19 -3.40 -0.58 0.000
H -4.48 -2.02 -2.54 0.000
H -2.43 -0.62 -2.33 0.001
H 0.53 -1.73 3.60 -0.001
H 1.26 -0.34 2.78 -0.016
H 2.41 -3.24 3.31 0.001
H 3.73 -4.65 1.75 0.000
H 3.43 -4.33 -0.71 0.001
H 1.85 -2.57 -1.49 -0.021
C 4.72 0.99 -0.40 -0.018
C 3.26 0.76 -0.68 0.112
S 2.16 1.15 0.54 0.490
C 2.88 0.29 -1.94 0.224
C 3.93 0.04 -2.98 -0.024
S 1.26 0.00 -2.42 0.390
H 4.87 1.31 0.63 0.000
H 5.14 1.75 -1.07 0.007
H 5.30 0.07 -0.56 0.004
H 4.52 0.94 -3.16 0.010
H 3.49 -0.29 -3.92 0.001
H 4.63 -0.74 -2.64 0.007
Cl -1.95 4.88 -4.01 0.000
C -0.81 3.54 -4.10 -0.002
Cl 0.78 4.04 -3.49 0.001
Cl -0.67 2.94 -5.75 0.000
C -1.30 2.46 -3.24 -0.003
N -1.63 1.60 -2.55 0.012
```